The following is a DFT calculation (ωB97M-V/def2-TZVPD) of C15H27ClI2NO16S2 as an isolated structure in a non-equilibrium geometry.

Properties
* Kohn-Sham gap: 8.31 eV
* largest force on an atom: 1.2 eV Å⁻¹
* LUMO: 2.04 eV
* energy relative to the best compared isomer or geometry (same formula, charge and spin): 0.118 eV

```
! RIJCOSX wB97M-V def2-TZVPD def2/J DEFGRID3
* xyz -1 1
C -1.011 0.133 -2.609
C -0.471 0.048 -1.216
I -1.777 -0.932 0.123
C 0.702 0.510 -0.808
I 1.985 1.421 -2.206
S 1.335 0.400 0.860
O 0.310 0.745 1.805
O 1.845 -0.944 0.935
N 2.579 1.412 0.901
S 2.413 2.787 1.670
O 3.643 3.508 1.543
O 1.211 3.508 1.384
Cl 2.354 2.300 3.680
H -1.832 -0.567 -2.729
H -0.262 -0.123 -3.353
H -1.427 1.122 -2.797
C 1.819 -3.102 8.478
O 1.835 -2.060 7.508
C 1.548 -2.465 6.263
O 1.289 -3.602 5.954
O 1.590 -1.418 5.465
C 1.315 -1.694 4.077
H 2.066 -2.637 9.428
H 0.832 -3.558 8.541
H 2.562 -3.862 8.241
H 0.317 -2.110 3.966
H 2.056 -2.377 3.671
H 1.366 -0.749 3.552
C -2.101 -2.625 5.352
O -3.354 -2.233 5.931
C -4.221 -1.734 5.058
O -4.048 -1.613 3.876
O -5.328 -1.381 5.721
C -6.342 -0.816 4.891
H -1.492 -3.011 6.163
H -2.249 -3.402 4.606
H -1.610 -1.765 4.903
H -6.666 -1.532 4.138
H -5.984 0.091 4.409
H -7.174 -0.577 5.548
C 7.931 2.721 -7.064
O 6.599 2.605 -6.568
C 6.513 2.625 -5.233
O 7.442 2.730 -4.478
O 5.235 2.510 -4.899
C 4.981 2.515 -3.487
H 7.855 2.691 -8.147
H 8.377 3.665 -6.756
H 8.545 1.891 -6.718
H 5.306 3.451 -3.038
H 5.472 1.675 -3.001
H 3.902 2.413 -3.369
C -3.385 0.307 -7.670
O -4.726 0.207 -7.182
C -4.825 0.284 -5.855
O -3.912 0.423 -5.089
O -6.111 0.178 -5.524
C -6.353 0.245 -4.115
H -3.450 0.230 -8.752
H -2.947 1.265 -7.397
H -2.774 -0.505 -7.282
H -6.023 1.200 -3.713
H -5.848 -0.569 -3.599
H -7.427 0.147 -3.988
*
```

Atomic partial charges in e from the Mulliken method, atoms 1 to 5: atom 1 (C): -1.570, atom 2 (C): 0.477, atom 3 (I): 0.099, atom 4 (C): -0.392, atom 5 (I): 0.159

The following is a DFT calculation (ωB97M-V/def2-TZVPD) of C8H11AuNOSe2Te2 as an isolated structure in a non-equilibrium geometry.

Properties
* Kohn-Sham gap (alpha / beta): 6.91 / 5.61 eV
* largest force on an atom: 3.3 eV Å⁻¹
* expectation value of S²: 2.013
* LUMO (alpha / beta): -4.57 / -6.41 eV

```
! RIJCOSX wB97M-V def2-TZVPD def2/J DEFGRID3
* xyz 1 3
Au -0.877 1.494 -1.390
O -2.479 -2.336 1.678
C -2.174 -0.954 1.600
C -0.699 -0.804 1.185
C -0.348 -1.263 -0.272
C 0.972 -0.608 -0.719
C 2.237 -1.124 -0.379
C 3.374 -0.520 -0.942
C 3.228 0.629 -1.743
C 1.957 1.120 -1.963
N 0.903 0.465 -1.436
H -3.266 -2.348 2.192
H -2.283 -0.386 2.504
H -2.851 -0.455 0.856
H -0.064 -1.156 1.934
H -0.404 0.236 1.232
H -1.131 -1.054 -0.977
H -0.193 -2.397 -0.178
H 2.317 -2.011 0.208
H 4.350 -1.028 -0.803
H 4.125 1.029 -2.194
H 1.779 2.091 -2.464
Se -2.873 2.769 -1.536
Te -3.979 2.405 0.604
Te -1.680 2.725 2.179
Se 0.058 3.479 0.827
*
```

Atomic partial charges in e from the Mulliken method, atoms 1 to 5: atom 1 (Au): 0.213, atom 2 (O): -0.503, atom 3 (C): -0.305, atom 4 (C): -0.111, atom 5 (C): -1.339

The following is a DFT calculation (ωB97M-V/def2-TZVPD) of an isolated ion of composition C4H11ClNO4 and charge +1 in a non-equilibrium geometry.

Properties
* Kohn-Sham gap: 11.86 eV
* largest force on an atom: 3.2 eV Å⁻¹
* structure (SMILES): C[NH+](C)C(O)(O)C(O)(O)Cl
* LUMO: -2.93 eV
* energy relative to the best compared isomer or geometry (same formula, charge and spin): 0.180 eV

```
! RIJCOSX wB97M-V def2-TZVPD def2/J DEFGRID3
* xyz 1 1
C 1.953 0.286 0.281
N 0.529 0.201 -0.268
C -0.124 1.492 0.010
C -0.293 -1.018 0.292
O 0.454 -2.137 -0.185
O -0.194 -0.984 1.654
C -1.790 -1.133 -0.223
O -1.939 -0.804 -1.550
O -2.617 -0.249 0.480
Cl -2.345 -2.840 0.186
H 2.477 1.242 0.023
H 1.893 0.273 1.362
H 2.608 -0.654 -0.064
H 0.606 0.050 -1.266
H -0.274 1.687 1.066
H 0.368 2.408 -0.245
H -1.161 1.736 -0.314
H 0.848 -2.388 0.682
H -1.029 -0.647 2.098
H -1.564 -1.536 -2.023
H -3.550 -0.295 -0.013
*
```

Atomic partial charges in e from the Mulliken method, atoms 1 to 5: atom 1 (C): -0.815, atom 2 (N): 0.062, atom 3 (C): -0.902, atom 4 (C): -0.035, atom 5 (O): -0.488